This record from OMol25 describes C28H32Br2N3O3RuS2 as an isolated structure. The level of theory is ωB97M-V/def2-TZVPD.

Properties
Multiplicity   2
Gap between HOMO and LUMO (spin up / spin down)   7.39 / 6.14 eV
Charge   +2
E   -204492.502 eV
⟨S²⟩   0.757

Geometry (Å):
Ru 0.565 0.090 0.602
C -2.488 0.314 3.478
C -1.877 1.671 3.251
C -1.896 2.588 4.300
C -1.433 3.881 4.134
C -0.957 4.292 2.901
C -0.902 3.415 1.826
C -0.479 3.904 0.477
C -1.335 2.100 2.028
N -1.197 1.107 0.981
C -2.240 0.597 0.429
C -3.608 1.176 0.487
C -2.021 -0.751 -0.180
C -3.160 -1.496 -0.770
N -0.832 -1.232 -0.032
C -0.475 -2.596 -0.389
C -0.264 -2.938 -1.730
C -0.630 -2.044 -2.880
C 0.248 -4.202 -1.997
C 0.512 -5.104 -0.980
C 0.229 -4.761 0.329
C -0.274 -3.505 0.651
C -0.653 -3.237 2.083
H -2.279 -0.036 4.488
H -2.127 -0.443 2.785
H -3.575 0.368 3.383
H -2.300 2.278 5.255
H -1.466 4.575 4.963
H -0.631 5.315 2.759
H 0.203 4.749 0.555
H -1.344 4.241 -0.101
H -0.005 3.134 -0.123
H -3.596 2.161 0.946
H -4.284 0.531 1.052
H -4.007 1.251 -0.526
H -3.991 -1.534 -0.063
H -2.876 -2.507 -1.044
H -3.515 -0.963 -1.656
H -0.525 -0.986 -2.664
H -1.673 -2.202 -3.170
H -0.026 -2.282 -3.754
H 0.426 -4.483 -3.027
H 0.915 -6.081 -1.212
H 0.387 -5.478 1.125
H 0.135 -3.564 2.764
H -1.541 -3.817 2.340
H -0.876 -2.195 2.289
Br 3.973 0.053 3.052
C 3.988 1.345 1.650
Br 2.219 2.059 1.210
H 4.376 0.897 0.745
H 4.549 2.214 1.972
O 0.548 -0.330 2.680
H 0.637 0.475 3.217
H 1.246 -0.936 2.971
O 0.847 2.858 -2.211
S 0.659 1.511 -2.636
O -0.581 1.118 -3.220
N 0.981 0.462 -1.319
C 2.099 -0.222 -1.506
S 2.513 -1.138 -0.144
C 2.816 0.046 -2.742
C 4.013 -0.473 -3.201
C 4.464 -0.053 -4.447
C 3.731 0.854 -5.209
C 2.523 1.379 -4.750
C 2.092 0.951 -3.517
H 4.575 -1.186 -2.612
H 5.397 -0.438 -4.835
H 4.108 1.162 -6.175
H 1.962 2.092 -5.338

These are the Löwdin partial charges, in e, on atoms 1 to 8:
1. Ru 1.039
2. C -0.023
3. C -0.214
4. C -0.023
5. C -0.034
6. C -0.017
7. C -0.243
8. C -0.062